Entry 1:
C5H10O2 | wB97M-V/def2-TZVPD

Each line ends with the natural charge from an NBO analysis.
Geometry (Å):
C1 -1.277 0.123 1.774  -0.3873
C2 -0.866 1.082 0.940  -0.2217
C3 -1.687 1.335 -0.296  -0.2097
C4 -1.314 0.324 -1.166  -0.1999
C5 0.072 -0.418 -1.137  -0.1246
O1 0.001 -1.753 -0.536  -0.7396
H1 -1.582 -0.943 1.566  0.2197
H2 -1.009 0.318 2.810  0.1862
H3 0.131 1.427 1.257  0.2210
H4 -2.376 2.035 -0.523  0.2156
H5 -2.050 -0.129 -1.825  0.1873
H6 0.476 -0.699 -2.181  0.1800
H7 0.941 0.109 -0.798  0.2093
H8 -0.735 -2.225 -0.843  0.4624
O2 3.610 0.019 0.328  -0.9327
H9 3.222 -0.667 0.878  0.4682
H10 4.531 -0.043 0.630  0.4658

Calculated values
F_max, eV Å⁻¹: 8.1
SMILES: C=C/C=C\CO.O
Energy relative to the best compared isomer or geometry (same formula, charge and spin), kJ/mol: 532.8
E, eV: -9437.5209
Total charge: 0
Kohn-Sham gap, eV: 9.49



Entry 2:
C5H13N3 | wB97M-V/def2-TZVPD

Each line ends with the natural charge from an NBO analysis.
Geometry (Å):
C1 -0.132 -1.028 1.470  -0.2205
C2 0.041 1.377 1.127  -0.3113
C3 -0.403 -0.726 -0.008  -0.3360
C4 0.844 -0.799 -0.851  -0.2982
C5 -0.661 0.735 -0.034  0.3574
N1 -1.309 1.411 -0.972  -0.7037
N2 0.439 0.242 2.024  -0.4954
N3 0.683 -1.078 -2.287  -0.6866
H1 -1.061 -1.267 1.986  0.2542
H2 0.573 -1.852 1.585  0.2732
H3 0.921 1.970 0.859  0.2755
H4 -0.658 2.053 1.632  0.2841
H5 -1.196 -1.353 -0.413  0.2707
H6 1.639 -0.096 -0.657  0.1998
H7 -1.266 2.419 -1.036  0.4381
H8 -2.015 0.968 -1.543  0.4339
H9 0.106 0.391 2.982  0.4689
H10 1.461 0.165 2.085  0.4598
H11 0.558 -0.252 -2.899  0.4223
H12 -0.104 -1.724 -2.439  0.4446
H13 1.538 -1.557 -2.612  0.4692

Calculated values
F_max, eV Å⁻¹: 1.1
Energy relative to the best compared isomer or geometry (same formula, charge and spin), kJ/mol: 95.2
E, eV: -9847.4173
Total charge: +2
Kohn-Sham gap (alpha / beta), eV: 7.67 / 7.67



Entry 3:
CH3BrFOP | wB97M-V/def2-TZVPD

Each line ends with the natural charge from an NBO analysis.
Geometry (Å):
C1 0.630 -0.864 0.146  -0.9948
O1 -1.390 -1.839 -1.522  -0.9916
F1 0.408 1.954 2.009  -0.5646
P1 -0.469 -0.814 -1.062  1.6908
Br1 -1.403 1.152 -1.252  -0.2097
H1 -0.266 2.294 1.403  0.5644
H2 1.371 -0.088 0.175  0.2612
H3 1.118 -1.795 0.103  0.2442

Calculated values
F_max, eV Å⁻¹: 2.2
Energy relative to the best compared isomer or geometry (same formula, charge and spin), kJ/mol: 308.2
E, eV: -85181.2295
Total charge: 0
Kohn-Sham gap, eV: 9.05



Entry 4:
CH4N2O | wB97M-V/def2-TZVPD

Each line ends with the natural charge from an NBO analysis.
Geometry (Å):
H1 0.599 -0.228 -1.479  0.3359
N1 0.501 -1.118 -1.068  -0.6784
C1 -0.128 -0.996 0.088  0.2351
N2 -0.200 0.251 0.762  -0.3574
O1 -0.142 1.493 0.077  -0.5549
H2 -0.487 -1.834 0.671  0.1858
H3 -1.023 0.339 1.389  0.3566
H4 0.707 1.819 0.418  0.4773

Calculated values
F_max, eV Å⁻¹: 4.9
SMILES: [H]/N=C\NO
Energy relative to the best compared isomer or geometry (same formula, charge and spin), kJ/mol: 318.8
E, eV: -6127.2031
Total charge: 0
Kohn-Sham gap, eV: 10.36



Entry 5:
C23H48Br20FIN3 | wB97M-V/def2-TZVPD

Each line ends with the Mulliken charge.
Geometry (Å):
N1 8.118 -0.334 -2.169  -0.2681
C1 7.658 -1.533 -1.669  0.1243
N2 6.988 -1.510 -0.539  -0.4878
I1 5.157 -0.464 -0.649  0.3779
N3 7.977 -2.685 -2.373  -0.2675
C2 6.943 -3.048 -3.387  -0.6049
C3 7.017 -2.211 -4.685  0.2552
F1 7.594 -3.013 -5.669  -0.3232
H1 9.032 -0.035 -1.859  0.1948
H2 7.572 0.278 -2.755  0.2402
H3 6.900 -2.436 -0.118  0.3315
H4 8.107 -3.468 -1.732  0.3316
H5 7.134 -4.097 -3.659  0.4243
H6 5.917 -3.016 -2.977  0.2942
H7 6.005 -1.926 -5.018  -0.0550
H8 7.661 -1.332 -4.557  0.2165
Br1 2.756 0.924 -0.283  -0.0752
C4 2.392 2.230 1.130  -0.5451
C5 2.186 1.552 2.457  -0.6185
Br2 0.432 0.730 2.559  -0.0010
H9 1.534 2.808 0.801  0.3298
H10 3.269 2.874 1.157  0.3639
H11 2.210 2.284 3.263  0.3214
H12 2.915 0.772 2.658  0.3972
Br3 -3.019 -0.986 2.118  -0.1298
C6 -4.138 -0.484 3.632  -0.0697
C7 -3.449 0.520 4.515  -0.4113
Br4 -2.090 -0.323 5.630  -0.1656
H13 -4.399 -1.402 4.150  0.1231
H14 -5.034 -0.054 3.190  0.1434
H15 -4.158 0.962 5.215  0.1127
H16 -2.955 1.311 3.957  0.3483
Br5 -1.979 -4.926 1.371  -0.1255
C8 -0.803 -4.830 2.921  -0.1293
C9 -0.189 -3.463 3.063  -0.2461
Br6 1.259 -3.201 1.782  -0.1598
H17 -0.067 -5.621 2.808  0.4426
H18 -1.441 -5.050 3.775  -0.0761
H19 0.274 -3.352 4.042  0.3596
H20 -0.899 -2.656 2.909  -0.0907
Br7 -5.265 2.574 2.149  -0.1051
C10 -5.754 2.198 0.302  -0.5751
C11 -7.030 1.404 0.213  -0.6493
Br8 -6.735 -0.468 0.657  -0.0811
H21 -4.904 1.692 -0.148  0.3480
H22 -5.879 3.175 -0.163  0.3666
H23 -7.403 1.400 -0.810  0.3687
H24 -7.810 1.765 0.878  0.3622
Br9 -4.319 -6.298 7.606  -0.1377
C12 -4.858 -6.878 5.828  -0.6446
C13 -3.985 -6.270 4.763  -0.6430
Br10 -4.448 -4.407 4.440  -0.0658
H25 -5.907 -6.622 5.715  0.3956
H26 -4.751 -7.962 5.837  0.3833
H27 -4.140 -6.771 3.808  0.3998
H28 -2.928 -6.296 5.015  0.3554
Br11 -9.810 -2.866 1.949  -0.1283
C14 -10.352 -3.440 0.169  -0.5792
C15 -9.486 -2.822 -0.897  -0.5355
Br12 -9.961 -0.962 -1.210  -0.1338
H29 -11.403 -3.190 0.063  0.3720
H30 -10.237 -4.523 0.173  0.3427
H31 -9.644 -3.320 -1.852  0.3538
H32 -8.428 -2.841 -0.652  0.2828
Br13 -4.732 4.370 5.555  -0.1263
C16 -5.029 4.301 7.478  -0.5406
C17 -4.412 3.068 8.084  -0.6165
Br14 -5.486 1.484 7.725  -0.1435
H33 -6.102 4.363 7.635  0.3696
H34 -4.556 5.199 7.872  0.3340
H35 -4.381 3.150 9.169  0.3623
H36 -3.412 2.863 7.711  0.3616
Br15 2.269 5.500 0.113  -0.1340
C18 1.894 6.781 1.532  -0.5331
C19 1.698 6.086 2.854  -0.6171
Br16 -0.051 5.237 2.963  -0.0989
H37 1.030 7.357 1.216  0.3737
H38 2.766 7.432 1.568  0.3535
H39 1.718 6.807 3.670  0.3693
H40 2.436 5.312 3.040  0.3198
Br17 5.682 0.924 -5.924  -0.1468
C20 5.237 0.487 -7.771  -0.3156
C21 3.966 -0.311 -7.844  -0.6415
Br18 4.270 -2.169 -7.332  -0.1319
H41 6.093 -0.033 -8.192  0.3975
H42 5.123 1.448 -8.269  0.0911
H43 3.599 -0.355 -8.867  0.3883
H44 3.183 0.074 -7.198  0.3787
Br19 6.735 4.079 -8.478  -0.1339
C22 6.941 4.612 -10.340  -0.5482
C23 6.063 3.788 -11.244  -0.6226
Br20 6.803 2.009 -11.526  -0.1254
H45 7.997 4.530 -10.576  0.3736
H46 6.645 5.659 -10.372  0.3387
H47 6.009 4.235 -12.235  0.3615
H48 5.058 3.654 -10.855  0.3683

Calculated values
F_max, eV Å⁻¹: 1.8
E, eV: -1440761.2268
Total charge: +1
Kohn-Sham gap, eV: 6.31



Entry 6:
C8H6BrCl2NO | wB97M-V/def2-TZVPD

Each line ends with the natural charge from an NBO analysis.
Geometry (Å):
C1 -0.326 -1.864 0.327  -0.2195
C2 -0.205 -1.445 -0.931  -0.1985
C3 0.044 -1.151 1.423  -0.2046
C4 0.278 -0.138 -1.184  -0.2184
C5 0.676 0.045 1.239  -0.2054
C6 0.738 0.575 -0.076  0.1419
C7 1.541 2.904 -0.485  0.8762
C8 -1.532 2.430 -1.132  -0.3226
N1 1.410 1.798 -0.103  -0.5000
O1 1.867 4.045 -0.502  -0.5692
Cl1 -1.350 4.752 -0.947  -0.1144
Cl2 -2.802 1.927 -0.151  0.0504
Br1 -2.042 2.219 -2.919  0.0722
H1 -0.746 -2.788 0.639  0.2103
H2 -0.265 -2.148 -1.710  0.2185
H3 -0.475 -1.529 2.268  0.2207
H4 0.184 0.357 -2.140  0.2322
H5 1.196 0.653 1.950  0.2256
H6 -0.178 4.991 -0.498  0.3043

Calculated values
F_max, eV Å⁻¹: 2.8
E, eV: -107013.9271
Total charge: 0
Kohn-Sham gap, eV: 8.16



Entry 7:
C19H28ClN3OS | wB97M-V/def2-TZVPD

Each line ends with the natural charge from an NBO analysis.
Geometry (Å):
C1 -5.956 -0.887 1.133  -0.6064
C2 -5.014 -0.081 0.111  -0.0370
C3 -5.366 1.298 -0.323  0.1380
C4 -4.677 1.922 -1.179  -0.2847
C5 -3.532 1.233 -1.789  -0.2297
C6 -3.233 0.049 -1.212  -0.1661
C7 -4.057 -0.726 -0.217  0.0888
N1 -3.627 -1.876 -0.122  -0.6053
C8 -2.403 -2.424 -0.184  0.2677
N2 -1.255 -1.771 0.317  -0.4678
C9 0.000 -1.989 0.127  -0.2254
C10 0.805 -0.941 -0.520  -0.4566
H1 1.945 -1.564 -0.731  0.2377
H2 0.506 -0.598 -1.322  0.2046
C11 0.909 0.094 0.477  0.0196
N3 1.679 1.223 0.402  -0.4971
C12 1.736 1.533 -1.051  -0.4827
H3 2.110 2.635 -1.079  0.2002
H4 2.337 1.140 -1.857  0.2392
H5 0.631 1.826 -1.296  0.1969
C13 3.029 1.245 0.760  -0.1751
H6 2.850 1.387 2.096  0.1598
C14 3.993 0.161 0.588  0.0549
H7 3.502 -0.810 1.146  0.2170
C15 5.421 0.463 0.810  -0.4192
H8 5.969 -0.628 1.334  0.1959
H9 5.446 0.785 1.901  0.2385
C16 6.161 1.025 -0.210  -0.4728
H10 5.840 1.893 -0.163  0.2092
C17 5.475 0.048 -1.230  -0.0553
H11 5.960 -0.761 -1.527  0.1762
O1 4.084 -0.190 -0.997  -0.5800
H12 5.428 0.677 -2.224  0.1638
H13 7.179 0.582 -0.188  0.2487
H14 3.536 2.100 0.525  0.1949
C18 -0.492 0.757 0.871  -0.3817
H15 -0.920 0.981 -0.254  0.2223
C19 -1.380 -0.616 1.545  -0.1304
H16 -2.435 -0.291 1.432  0.1986
H17 -1.113 -0.874 2.338  0.1279
H18 -0.483 1.251 1.761  0.2170
H19 1.155 -0.211 1.797  0.1665
H20 -0.069 -3.053 -0.580  0.2416
H21 0.426 -2.710 1.077  0.1954
S1 -2.332 -3.945 -0.712  -0.1643
H22 -4.184 -2.653 -0.093  0.4260
H23 -2.201 -0.421 -1.625  0.2150
H24 -2.812 1.831 -2.281  0.2245
H25 -5.015 3.038 -1.546  0.2459
Cl1 -7.133 1.986 0.316  -0.1378
H26 -6.699 -0.211 1.518  0.2405
H27 -5.354 -1.344 1.732  0.1957
H28 -6.370 -1.588 0.398  0.2066

Calculated values
F_max, eV Å⁻¹: 19.8
Energy relative to the best compared isomer or geometry (same formula, charge and spin), kJ/mol: 2094.1
E, eV: -50013.5387
Total charge: 0
Kohn-Sham gap, eV: 8.64



Entry 8:
C3H8NO2S | wB97M-V/def2-TZVPD

Each line ends with the natural charge from an NBO analysis.
Geometry (Å):
C1 -0.872 -1.270 -0.472  -0.5172
C2 -1.326 0.168 -0.381  -0.5155
S1 -0.143 1.278 0.552  -0.7140
C3 -0.747 -2.025 0.828  0.6781
N1 -0.252 -1.395 1.912  -0.8532
O1 -1.021 -3.224 0.871  -0.6973
H1 0.056 -1.356 -1.055  0.2245
H2 -1.617 -1.827 -1.024  0.2084
H3 -2.358 0.370 -0.090  0.1856
H4 -1.351 0.683 -1.358  0.1949
H5 0.060 -2.070 2.588  0.3799
H6 0.027 -0.431 1.796  0.4269
H7 2.829 3.445 -2.629  0.4827
H8 3.146 4.589 -3.593  0.4611
O2 3.541 4.033 -2.906  -0.9449

Calculated values
F_max, eV Å⁻¹: 2.4
Energy relative to the best compared isomer or geometry (same formula, charge and spin), kJ/mol: 104.8
E, eV: -19662.7336
Total charge: -1
Kohn-Sham gap, eV: 6.14